<i>
{"formula": "C4H9N2", "method": "ωB97M-V with the def2-TZVPD basis set", "species": ["C", "N", "C", "C", "C", "N", "H", "H", "H", "H", "H", "H", "H", "H", "H"], "xyz": [[0.97, -0.90, 0.04], [-0.09, 0.08, 0.38], [0.59, 1.33, -0.08], [-1.57, -0.06, -0.43], [-2.74, -0.57, 0.19], [-2.66, 0.67, 0.14], [1.48, -0.60, -0.81], [1.71, -1.19, 0.79], [0.41, -1.77, -0.22], [-0.10, 0.22, 1.39], [0.13, 1.82, -1.05], [0.39, 2.11, 0.63], [1.65, 1.25, -0.18], [-1.16, -0.12, -1.49], [-3.38, -1.43, 0.48]], "lowdin_charge": [-0.024, -0.105, -0.042, -0.170, -0.004, 0.216, 0.069, 0.130, 0.093, 0.179, 0.153, 0.092, 0.088, 0.172, 0.151], "smiles": "C[NH+](C)[C@H]1C=N1", "homo_ev": -15.70, "total_charge": 1, "multiplicity": 1}

<ii>
{"formula": "C4H9N2", "method": "ωB97M-V with the def2-TZVPD basis set", "species": ["C", "C", "C", "C", "N", "N", "H", "H", "H", "H", "H", "H", "H", "H", "H"], "xyz": [[-2.56, 0.33, 0.04], [-0.03, -0.32, 0.01], [0.33, -1.02, 1.26], [2.12, 0.79, -0.65], [0.67, 0.44, -0.73], [-3.40, -0.10, -0.68], [-2.34, 0.83, 1.03], [1.31, -0.80, 1.59], [-0.11, -1.96, 1.08], [-0.36, -0.65, 2.01], [2.63, 0.54, -1.60], [2.26, 1.84, -0.42], [2.45, 0.15, 0.17], [0.27, 0.70, -1.59], [-3.26, -0.75, -1.52]], "lowdin_charge": [0.086, -0.112, -0.052, 0.004, -0.028, 0.171, 0.126, 0.065, 0.083, 0.086, 0.107, 0.098, 0.080, 0.123, 0.165], "homo_ev": [-12.80, -12.80], "total_charge": 1, "multiplicity": 1}

Structures ranked by computed energy, the most stable listed first: <i>, <ii>.

<i>
{"formula": "C4H9N2", "method": "ωB97M-V with the def2-TZVPD basis set", "species": ["C", "C", "C", "C", "N", "N", "H", "H", "H", "H", "H", "H", "H", "H", "H"], "xyz": [[1.40, 0.47, 0.66], [1.26, -0.71, -0.30], [-1.09, -0.68, -0.88], [-1.03, 0.26, 0.33], [0.18, -1.30, -1.14], [0.16, 1.17, 0.53], [1.86, 0.26, 1.55], [1.91, -0.35, -1.14], [1.82, -1.64, 0.16], [-1.56, -0.13, -1.78], [-1.78, -1.53, -0.78], [-1.88, 0.90, 0.35], [-1.11, -0.23, 1.26], [-0.23, 1.68, 1.44], [0.09, 1.82, -0.24]], "lowdin_charge": [0.022, -0.216, -0.211, -0.115, 0.084, 0.035, 0.100, 0.150, 0.170, 0.157, 0.140, 0.125, 0.127, 0.254, 0.180], "homo_ev": [-13.74, -14.26], "total_charge": 1, "multiplicity": 1}

<ii>
{"formula": "C4H9N2", "method": "ωB97M-V with the def2-TZVPD basis set", "species": ["C", "C", "C", "C", "N", "N", "H", "H", "H", "H", "H", "H", "H", "H", "H"], "xyz": [[-2.23, 1.37, 0.57], [1.66, -0.74, 1.00], [0.70, -0.25, 0.20], [-0.18, -1.20, -0.64], [-3.26, 0.83, 0.46], [0.55, 1.15, 0.01], [2.33, -0.25, 1.67], [1.79, -1.71, 1.19], [-0.33, -0.70, -1.60], [-1.23, -1.47, -0.36], [0.29, -2.13, -0.61], [-4.26, 0.90, 0.40], [0.72, 1.25, -0.97], [1.20, 1.67, 0.54], [-0.39, 1.54, 0.24]], "lowdin_charge": [0.050, 0.133, -0.335, -0.016, 0.133, 0.198, 0.085, 0.040, 0.085, 0.097, 0.065, 0.100, 0.162, 0.160, 0.043], "homo_ev": -14.42, "total_charge": 1, "multiplicity": 1}

Structures ranked by computed energy, the most stable listed first: <ii>, <i>.

<i>
{"formula": "C10H16", "method": "ωB97M-V with the def2-TZVPD basis set", "species": ["C", "C", "C", "C", "C", "C", "C", "H", "H", "H", "H", "H", "H", "H", "H", "C", "C", "C", "H", "H", "H", "H", "H", "H", "H", "H"], "xyz": [[2.73, 0.89, 3.18], [1.53, 1.03, 2.28], [1.65, 1.67, 1.05], [0.59, 1.72, 0.16], [-0.63, 1.15, 0.49], [-0.79, 0.62, 1.76], [0.29, 0.52, 2.64], [2.43, 0.88, 4.23], [3.43, 1.72, 3.07], [3.27, -0.04, 3.01], [2.59, 2.14, 0.77], [0.69, 2.28, -0.76], [-1.52, 1.34, -0.11], [-1.74, 0.21, 2.10], [0.11, 0.09, 3.61], [-1.87, -0.55, -3.22], [-0.82, -1.16, -2.28], [-1.16, -2.60, -1.90], [-2.69, -0.07, -2.70], [-1.43, 0.16, -3.95], [-2.29, -1.32, -3.88], [-0.75, -0.54, -1.39], [0.17, -1.12, -2.74], [-0.28, -3.24, -1.78], [-1.77, -3.11, -2.64], [-1.75, -2.67, -0.99]], "lowdin_charge": [-0.058, -0.284, -0.054, -0.090, -0.122, -0.087, -0.053, 0.076, 0.075, 0.082, 0.108, 0.104, 0.104, 0.102, 0.108, -0.121, -0.301, -0.123, 0.063, 0.066, 0.060, 0.057, 0.096, 0.067, 0.062, 0.063], "smiles": "Cc1ccccc1.CCC", "homo_ev": -9.08, "multiplicity": 1}

<ii>
{"formula": "C10H16", "method": "ωB97M-V with the def2-TZVPD basis set", "species": ["C", "C", "C", "C", "C", "C", "C", "C", "H", "H", "H", "H", "H", "H", "H", "H", "H", "H", "C", "C", "H", "H", "H", "H", "H", "H"], "xyz": [[1.95, 2.21, -1.28], [1.60, 1.01, -0.44], [0.27, 0.38, -0.98], [0.26, -0.93, -1.52], [-0.87, -1.50, -2.09], [-1.93, -0.62, -2.31], [-2.01, 0.70, -1.84], [-0.90, 1.25, -1.18], [1.99, 1.80, -2.31], [2.91, 2.61, -1.11], [1.19, 3.04, -1.37], [2.42, 0.38, -0.48], [1.26, 1.41, 0.64], [1.07, -1.67, -1.26], [-1.06, -2.50, -2.32], [-2.81, -1.14, -2.71], [-3.02, 1.25, -2.07], [-0.92, 2.25, -0.67], [-0.91, -1.07, 3.24], [0.59, -1.38, 3.06], [-1.29, -0.76, 2.37], [-1.39, -2.05, 3.54], [-1.22, -0.39, 4.05], [0.97, -1.63, 3.98], [1.12, -0.47, 2.62], [0.75, -2.19, 2.44]], "lowdin_charge": [-0.135, -0.217, -0.203, -0.067, -0.097, -0.124, -0.100, -0.051, 0.089, 0.049, 0.087, 0.070, 0.145, 0.121, 0.086, 0.095, 0.133, 0.119, -0.148, -0.146, -0.003, 0.087, 0.070, 0.027, 0.080, 0.033], "smiles": "CCc1ccccc1.CC", "homo_ev": -8.87, "multiplicity": 1}

<iii>
{"formula": "C10H16", "method": "ωB97M-V with the def2-TZVPD basis set", "species": ["C", "C", "C", "C", "C", "C", "C", "C", "H", "H", "H", "H", "H", "H", "H", "H", "H", "H", "C", "C", "H", "H", "H", "H", "H", "H"], "xyz": [[-2.40, 1.09, -2.45], [-1.04, 0.96, -1.76], [-0.81, -0.44, -1.13], [-1.33, -1.62, -1.66], [-0.80, -2.80, -1.16], [-0.06, -2.80, 0.05], [0.39, -1.61, 0.59], [-0.02, -0.40, 0.02], [-2.64, 0.30, -3.18], [-2.39, 2.12, -2.85], [-3.18, 0.84, -1.70], [-0.24, 1.17, -2.48], [-0.93, 1.76, -1.02], [-2.03, -1.50, -2.48], [-1.01, -3.73, -1.65], [0.22, -3.82, 0.36], [1.20, -1.68, 1.31], [0.22, 0.66, 0.25], [2.71, 1.57, 2.11], [1.51, 1.33, 3.07], [3.05, 2.60, 2.18], [3.57, 1.01, 2.48], [2.34, 1.37, 1.10], [1.29, 0.25, 3.13], [0.57, 1.79, 2.77], [1.81, 1.58, 4.08]], "lowdin_charge": [-0.119, -0.216, -0.232, -0.042, -0.077, -0.099, -0.087, -0.049, 0.057, 0.080, 0.088, 0.114, 0.098, 0.095, 0.094, 0.105, 0.097, 0.097, -0.153, -0.170, 0.050, 0.063, 0.048, 0.046, 0.060, 0.053], "smiles": "CCc1ccccc1.CC", "homo_ev": -8.96, "multiplicity": 1}

<iv>
{"formula": "C10H16", "method": "ωB97M-V with the def2-TZVPD basis set", "species": ["C", "C", "C", "C", "C", "C", "C", "C", "H", "H", "H", "H", "H", "H", "H", "H", "H", "H", "C", "C", "H", "H", "H", "H", "H", "H"], "xyz": [[1.48, 2.24, -0.70], [0.24, 1.60, -1.33], [-0.79, 0.95, -0.43], [-0.55, 0.68, 0.91], [-1.56, 0.15, 1.71], [-2.83, -0.02, 1.20], [-3.10, 0.28, -0.13], [-2.07, 0.72, -0.94], [1.62, 3.23, -1.11], [2.35, 1.59, -0.80], [1.29, 2.42, 0.36], [-0.30, 2.27, -1.98], [0.54, 0.85, -2.08], [0.45, 0.80, 1.30], [-1.28, -0.16, 2.70], [-3.63, -0.41, 1.82], [-4.12, 0.19, -0.46], [-2.27, 0.93, -1.99], [1.41, -2.22, -0.44], [2.17, -2.35, 0.90], [0.56, -1.56, -0.32], [2.13, -1.78, -1.13], [1.06, -3.20, -0.73], [2.78, -1.49, 1.06], [2.87, -3.17, 0.81], [1.55, -2.55, 1.78]], "lowdin_charge": [-0.088, -0.209, -0.243, -0.065, -0.090, -0.100, -0.084, -0.055, 0.069, 0.071, 0.059, 0.101, 0.111, 0.102, 0.103, 0.097, 0.098, 0.113, -0.145, -0.165, 0.039, 0.063, 0.059, 0.043, 0.056, 0.060], "smiles": "CCc1ccccc1.CC", "homo_ev": -8.94, "multiplicity": 1}

Structures ranked by computed energy, the most stable listed first: <i>, <iv>, <iii>, <ii>.

<i>
{"formula": "C10H16", "method": "ωB97M-V with the def2-TZVPD basis set", "species": ["C", "C", "C", "C", "C", "C", "C", "C", "H", "H", "H", "H", "H", "H", "H", "H", "H", "H", "C", "C", "H", "H", "H", "H", "H", "H"], "xyz": [[1.70, -0.57, 2.22], [2.53, -0.30, 0.93], [1.63, -0.19, -0.29], [1.72, -1.21, -1.27], [1.27, -0.92, -2.54], [0.59, 0.31, -2.77], [0.23, 1.12, -1.74], [0.75, 0.85, -0.45], [1.40, -1.60, 2.21], [0.91, 0.18, 2.35], [2.33, -0.28, 3.07], [3.08, 0.64, 1.06], [3.20, -1.14, 0.77], [2.21, -2.16, -1.10], [1.18, -1.57, -3.40], [0.21, 0.48, -3.77], [-0.54, 1.88, -1.81], [0.58, 1.56, 0.35], [-3.80, 0.63, 0.41], [-2.53, 0.13, 1.13], [-4.38, -0.23, 0.07], [-4.27, 1.37, 1.05], [-3.51, 1.07, -0.54], [-2.10, 0.88, 1.81], [-1.66, -0.13, 0.54], [-2.73, -0.77, 1.71]], "lowdin_charge": [-0.090, -0.194, -0.249, -0.048, -0.081, -0.101, -0.092, -0.068, 0.073, 0.059, 0.066, 0.110, 0.099, 0.108, 0.098, 0.095, 0.101, 0.112, -0.152, -0.176, 0.062, 0.060, 0.052, 0.060, 0.039, 0.058], "smiles": "CCc1ccccc1.CC", "homo_ev": -8.85, "multiplicity": 1}

<ii>
{"formula": "C10H16", "method": "ωB97M-V with the def2-TZVPD basis set", "species": ["C", "C", "C", "C", "C", "C", "C", "H", "H", "H", "H", "H", "H", "H", "H", "C", "C", "C", "H", "H", "H", "H", "H", "H", "H", "H"], "xyz": [[-2.41, 0.34, 1.12], [-1.14, -0.47, 1.25], [-0.12, -0.34, 2.21], [1.01, -1.13, 2.17], [1.17, -1.99, 1.09], [0.19, -2.18, 0.14], [-0.99, -1.43, 0.24], [-2.69, 0.39, 0.07], [-2.29, 1.35, 1.49], [-3.23, -0.11, 1.71], [-0.27, 0.48, 2.91], [1.70, -1.21, 3.01], [2.03, -2.64, 1.09], [0.20, -2.88, -0.69], [-1.86, -1.76, -0.32], [-0.14, 0.48, -2.09], [0.41, 1.51, -1.09], [1.86, 1.78, -1.40], [0.51, -0.41, -2.10], [0.12, 0.67, -3.14], [-1.15, 0.19, -1.82], [-0.13, 2.42, -1.40], [0.28, 1.24, -0.06], [2.24, 1.98, -2.41], [2.15, 2.74, -0.94], [2.55, 1.00, -1.04]], "lowdin_charge": [-0.050, -0.287, -0.066, -0.087, -0.101, -0.091, -0.097, 0.065, 0.074, 0.084, 0.114, 0.101, 0.099, 0.106, 0.117, -0.127, -0.290, -0.144, 0.064, 0.076, 0.047, 0.105, 0.078, 0.071, 0.066, 0.071], "smiles": "Cc1ccccc1.CCC", "homo_ev": -8.98, "multiplicity": 1}

Structures ranked by computed energy, the most stable listed first: <i>, <ii>.

<i>
{"formula": "C10H16", "method": "ωB97M-V with the def2-TZVPD basis set", "species": ["C", "C", "C", "C", "C", "C", "C", "H", "H", "H", "H", "H", "H", "H", "H", "C", "C", "C", "H", "H", "H", "H", "H", "H", "H", "H"], "xyz": [[-0.27, -2.40, 2.17], [0.33, -1.04, 2.10], [-0.42, 0.07, 1.73], [0.08, 1.32, 1.41], [1.39, 1.64, 1.70], [2.17, 0.55, 2.14], [1.68, -0.70, 2.41], [-1.23, -2.50, 1.64], [-0.36, -2.70, 3.22], [0.44, -3.05, 1.67], [-1.50, -0.08, 1.62], [-0.55, 2.16, 1.10], [1.74, 2.64, 1.53], [3.19, 0.82, 2.40], [2.28, -1.37, 2.99], [0.17, 1.16, -2.51], [-0.53, -0.13, -2.88], [-2.05, 0.03, -2.77], [1.08, 1.48, -3.05], [-0.48, 2.06, -2.71], [0.53, 1.16, -1.47], [-0.16, -0.96, -2.31], [-0.33, -0.26, -3.95], [-2.27, 0.04, -1.68], [-2.56, -0.88, -3.13], [-2.37, 0.91, -3.35]], "lowdin_charge": [-0.054, -0.276, -0.074, -0.115, -0.090, -0.104, -0.051, 0.082, 0.082, 0.082, 0.108, 0.108, 0.096, 0.100, 0.103, -0.138, -0.326, -0.131, 0.063, 0.081, 0.051, 0.092, 0.097, 0.073, 0.067, 0.071], "smiles": "Cc1ccccc1.CCC", "homo_ev": -9.00, "multiplicity": 1}

<ii>
{"formula": "C10H16", "method": "ωB97M-V with the def2-TZVPD basis set", "species": ["C", "C", "C", "C", "C", "C", "C", "H", "H", "H", "H", "H", "H", "H", "H", "C", "C", "C", "H", "H", "H", "H", "H", "H", "H", "H"], "xyz": [[0.89, 0.97, -3.63], [1.00, 0.33, -2.26], [0.54, 1.09, -1.18], [0.65, 0.53, 0.10], [1.26, -0.70, 0.33], [1.68, -1.42, -0.79], [1.54, -0.93, -2.07], [-0.15, 0.94, -3.93], [1.51, 0.41, -4.33], [1.07, 2.05, -3.60], [0.27, 2.14, -1.21], [0.42, 1.19, 0.92], [1.39, -0.99, 1.36], [2.15, -2.38, -0.58], [1.81, -1.52, -2.94], [-2.59, -1.13, 3.18], [-1.58, -0.24, 2.48], [-1.97, 1.28, 2.57], [-3.43, -1.41, 2.53], [-2.09, -1.98, 3.62], [-3.16, -0.69, 4.00], [-0.59, -0.32, 2.97], [-1.40, -0.57, 1.46], [-1.12, 1.86, 2.17], [-2.57, 1.38, 1.65], [-2.16, 1.54, 3.60]], "lowdin_charge": [-0.056, -0.283, -0.042, -0.108, -0.094, -0.088, -0.054, 0.077, 0.074, 0.080, 0.111, 0.081, 0.098, 0.100, 0.108, -0.132, -0.325, -0.101, 0.069, 0.064, 0.065, 0.091, 0.080, 0.038, 0.076, 0.070], "smiles": "Cc1ccccc1.CCC", "homo_ev": -8.98, "multiplicity": 1}

Structures ranked by computed energy, the most stable listed first: <i>, <ii>.